{"formula": "C41H59F9N2O4S", "method": "wB97M-V/def2-TZVPD", "homo_lumo_gap_ev": [7.67, 8.05], "total_energy_ev": -89925.2486, "spin_multiplicity": 3, "elements": ["C", "C", "C", "C", "C", "C", "C", "C", "C", "C", "C", "C", "C", "F", "F", "C", "F", "F", "S", "F", "F", "F", "F", "F", "C", "O", "C", "C", "C", "C", "C", "C", "C", "C", "O", "H", "H", "H", "H", "H", "H", "H", "H", "H", "H", "H", "H", "H", "H", "H", "H", "H", "H", "H", "H", "H", "H", "H", "C", "C", "C", "C", "C", "C", "N", "O", "C", "C", "C", "H", "H", "H", "H", "H", "H", "H", "H", "H", "H", "H", "H", "H", "H", "H", "H", "H", "H", "C", "C", "C", "C", "C", "C", "N", "O", "C", "C", "C", "H", "H", "H", "H", "H", "H", "H", "H", "H", "H", "H", "H", "H", "H", "H", "H", "H", "H"], "xyz": [[-2.82010, 2.13407, -2.96295], [-1.71595, 1.85621, -3.40589], [-0.22425, 1.57045, -3.71817], [0.35783, 0.35499, -3.04485], [1.78987, 0.04463, -3.32872], [2.61457, 0.94585, -4.21988], [2.00611, 2.13847, -4.86795], [0.56939, 2.44936, -4.63194], [-0.19998, 3.66254, -5.30143], [-1.22799, 3.19124, -6.43393], [-0.68257, 2.01613, -7.34456], [-1.77795, 1.45394, -8.37527], [-2.64446, 0.24965, -7.74156], [-3.90067, 0.34334, -8.38293], [-2.71581, 0.51196, -6.37293], [-1.88366, -1.09016, -8.12274], [-2.19651, -1.33790, -9.47031], [-0.50329, -1.00240, -8.07468], [-2.38847, -2.62402, -7.16132], [-0.92020, -3.35749, -7.49091], [-2.94514, -3.35965, -8.55301], [-3.87895, -2.04128, -6.81406], [-1.72194, -2.09019, -5.76007], [-2.81337, -4.01128, -6.36778], [4.12103, 0.49233, -4.42470], [4.70520, 0.84124, -5.43773], [4.74162, -0.35388, -3.26955], [4.01236, -1.18528, -2.42528], [4.79069, -1.93342, -1.27219], [4.64605, -3.51034, -1.26654], [3.31503, -4.08583, -0.61980], [2.54660, -3.10539, 0.35481], [3.26457, -2.96923, 1.79689], [2.47196, -1.24679, -2.69881], [1.73790, -2.20374, -2.51450], [-3.69577, 2.55799, -2.41157], [-0.26955, -0.28315, -2.36986], [2.62526, 2.79592, -5.53176], [-0.74236, 4.26691, -4.50562], [0.56947, 4.30991, -5.83768], [-2.23908, 2.94041, -5.98845], [-1.40149, 4.10490, -7.09673], [-0.30332, 1.11831, -6.77633], [0.12682, 2.47576, -8.00454], [-2.50742, 2.25891, -8.70539], [-1.27619, 1.04858, -9.30310], [5.84788, -0.26951, -3.07682], [5.89557, -1.71744, -1.46238], [4.58232, -1.44799, -0.26205], [5.52364, -3.91866, -0.66166], [4.79717, -3.92967, -2.31328], [2.59922, -4.39213, -1.45102], [3.50832, -5.04579, -0.03557], [2.35008, -2.07461, -0.08250], [1.51289, -3.52831, 0.57568], [2.51671, -3.26358, 2.60121], [3.59181, -1.90985, 1.99980], [4.11726, -3.71189, 1.83317], [-1.31937, 3.67392, 0.25654], [-1.06804, 2.47355, 1.19839], [-2.40060, 1.75579, 1.47710], [-3.31683, 2.54572, 2.40598], [-2.59347, 2.90450, 3.69887], [-1.23599, 3.60088, 3.48216], [-0.38817, 2.92765, 2.45088], [0.16422, 1.84941, 3.02219], [-1.45650, 5.07791, 3.08367], [-0.53335, 3.70104, 4.85648], [-0.17216, 1.53849, 0.35605], [-1.55258, 3.33094, -0.75509], [-2.16825, 4.29042, 0.54733], [-0.43516, 4.31274, 0.18431], [-2.20971, 0.77385, 1.92678], [-2.92492, 1.56086, 0.53599], [-3.68537, 3.44936, 1.91122], [-4.20148, 1.94561, 2.63920], [-3.24473, 3.53927, 4.30772], [-2.44605, 1.98200, 4.27363], [-0.51467, 5.55123, 2.79367], [-1.85887, 5.65153, 3.92306], [-2.17283, 5.21307, 2.27601], [-0.41131, 2.72796, 5.33650], [-1.12194, 4.31067, 5.54654], [0.45229, 4.16550, 4.76425], [0.79207, 2.00788, 0.14021], [-0.64618, 1.30594, -0.60044], [0.01494, 0.57897, 0.84382], [1.12974, -1.01648, 7.11087], [0.81226, -1.41428, 5.65046], [-0.37290, -0.57766, 5.13943], [-1.70479, -0.99973, 5.75176], [-1.94367, -2.49169, 5.54721], [-0.77492, -3.38017, 6.01475], [0.55883, -2.88568, 5.55541], [0.69980, -3.23856, 4.27041], [-0.77997, -3.49290, 7.55634], [-1.06574, -4.82587, 5.54811], [2.08228, -0.98960, 4.87929], [1.58191, -0.02205, 7.15238], [0.25091, -0.95249, 7.74984], [1.83955, -1.71236, 7.56584], [-0.44747, -0.66175, 4.04904], [-0.20202, 0.48210, 5.34936], [-1.73877, -0.74993, 6.81667], [-2.51561, -0.43426, 5.28166], [-2.86254, -2.78060, 6.06703], [-2.13224, -2.66318, 4.48084], [0.11704, -4.00429, 7.91566], [-1.64011, -4.07316, 7.90123], [-0.85829, -2.53526, 8.06694], [-1.21370, -4.89566, 4.46857], [-1.98333, -5.20171, 6.00761], [-0.25456, -5.50322, 5.82901], [2.95195, -1.56718, 5.20656], [2.30363, 0.06645, 5.05205], [1.97891, -1.10698, 3.79897]], "atomic_forces_ev_per_a": [[0.69, 0.47, 0.31], [1.41, 0.17, 0.33], [0.39, -1.08, 0.20], [1.93, 1.77, -2.21], [-0.32, 1.99, -0.71], [-2.08, -0.41, 1.00], [-1.39, -1.67, 1.49], [0.18, -1.40, 1.17], [0.76, -0.64, -0.48], [-0.27, 0.19, 0.02], [-0.50, 0.31, -1.03], [0.00, -0.19, 0.30], [1.07, 3.29, -1.00], [1.80, -1.04, 1.76], [-0.63, -1.30, -1.90], [0.28, -0.05, -2.17], [0.63, 0.78, 2.42], [-2.49, 0.34, 0.41], [0.44, -4.47, 0.56], [-1.81, 1.07, 0.36], [0.18, 1.10, 2.06], [2.00, -0.31, -0.49], [-1.22, 0.04, -1.75], [0.45, 1.93, -0.85], [-1.06, 0.60, -0.03], [-0.26, -0.59, 1.57], [-0.94, -0.63, 0.73], [0.78, 1.37, -0.91], [0.34, 0.09, -0.61], [0.33, -0.40, 0.72], [-0.96, -0.10, -0.33], [-0.25, -0.04, 0.93], [-0.71, -0.42, -0.50], [-1.00, 0.47, -0.52], [1.39, 1.01, 0.08], [1.19, -0.91, -1.13], [0.80, 0.69, -0.86], [-0.69, -0.80, 0.73], [0.75, -0.74, -1.03], [-0.88, -0.69, 0.94], [1.28, 0.10, -0.39], [0.16, -1.20, 0.76], [-0.10, 1.30, -0.43], [-0.70, -0.89, 1.02], [0.80, -1.03, 0.52], [-0.55, 0.54, 1.00], [-1.26, -0.04, -0.64], [-1.44, -0.18, 0.13], [-0.08, -0.82, -1.28], [-1.01, 0.66, -0.72], [-0.29, 0.66, 1.22], [0.90, 0.52, 1.01], [0.03, 1.22, -0.74], [0.40, -1.38, 0.41], [1.26, 0.39, -0.55], [1.04, 0.46, -0.91], [-0.06, -1.20, -0.17], [-0.72, 1.07, 0.14], [-0.21, 0.29, 0.03], [-0.24, 0.48, -2.09], [-0.13, -0.01, 0.45], [0.01, 0.02, -0.02], [-0.07, -0.42, -0.25], [-0.43, 1.95, 0.82], [-0.37, -3.45, 1.70], [-0.01, 1.61, -0.78], [-0.21, 0.15, -0.26], [0.40, -0.59, -0.20], [0.35, -0.27, 0.62], [0.13, -0.19, 0.15], [0.09, 0.04, 0.11], [-0.05, -0.05, 0.10], [0.18, 0.09, 0.01], [0.26, 0.08, -0.08], [0.05, -0.01, -0.01], [0.04, 0.06, -0.01], [0.25, 0.11, 0.02], [0.19, 0.05, -0.04], [-0.05, -0.12, -0.03], [0.08, -0.22, 0.05], [0.09, -0.06, -0.07], [0.08, 0.03, -0.21], [-0.12, 0.03, -0.30], [-0.06, -0.08, -0.05], [-0.06, -0.01, 0.06], [-0.19, 0.30, 0.16], [0.05, 0.19, 0.14], [-0.21, -0.04, 0.30], [1.07, 1.49, 1.15], [-0.43, -0.27, -0.11], [0.07, -0.03, 0.04], [0.09, 0.39, -0.30], [-0.95, -1.06, 1.64], [-1.14, 0.21, -3.69], [0.37, 0.03, 1.78], [-0.01, 0.27, 0.26], [0.46, 0.12, -0.60], [-0.09, -0.56, -0.49], [-0.01, -0.11, -0.24], [0.01, -0.13, -0.01], [-0.09, -0.02, -0.07], [0.15, -0.08, 0.06], [0.26, -0.14, -0.01], [0.03, -0.01, -0.01], [0.02, -0.03, 0.05], [0.18, -0.21, 0.05], [0.18, -0.09, 0.04], [-0.01, 0.09, -0.09], [0.04, 0.00, -0.24], [0.12, 0.02, -0.05], [0.21, 0.10, 0.08], [0.09, 0.28, 0.15], [-0.01, 0.10, -0.04], [-0.10, -0.03, -0.03], [-0.25, -0.09, 0.18], [-0.07, -0.16, 0.15]], "lowdin_spin": [0.000, 0.000, 0.000, 0.000, 0.000, 0.000, 0.000, 0.000, 0.000, 0.000, 0.000, 0.000, 0.000, 0.000, 0.000, 0.000, 0.000, 0.000, 0.000, 0.000, 0.000, 0.000, 0.000, 0.000, 0.000, 0.000, 0.000, 0.000, 0.000, 0.000, 0.000, 0.000, 0.000, 0.000, 0.000, 0.000, 0.000, 0.000, 0.000, 0.000, 0.000, 0.000, 0.000, 0.000, 0.000, 0.000, 0.000, 0.000, 0.000, 0.000, 0.000, 0.000, 0.000, 0.000, 0.000, 0.000, 0.000, 0.000, 0.001, 0.024, 0.013, 0.001, 0.013, 0.024, 0.334, 0.579, 0.002, -0.001, -0.001, 0.000, 0.000, 0.001, 0.002, 0.001, 0.000, 0.001, 0.001, 0.002, 0.001, 0.000, 0.000, -0.001, 0.000, 0.000, 0.000, 0.000, -0.001, 0.001, 0.025, 0.015, 0.001, 0.013, 0.024, 0.335, 0.578, 0.002, -0.001, -0.001, 0.000, 0.000, 0.001, 0.003, 0.001, 0.000, 0.001, 0.001, 0.002, 0.001, 0.000, 0.000, -0.001, 0.000, 0.000, 0.000, 0.000, -0.001]}

{"formula": "C4H10O3", "method": "wB97M-V/def2-TZVPD", "homo_lumo_gap_ev": 10.38, "total_energy_ev": -10450.0295, "spin_multiplicity": 1, "de_lowest_ev": 3.214, "smiles": "O=CCCCO.O", "elements": ["O", "C", "C", "C", "C", "O", "H", "H", "H", "H", "H", "H", "H", "H", "O", "H", "H"], "xyz": [[1.52039, 0.30264, -1.15964], [0.32045, -0.16012, -0.90558], [-0.38354, -0.20863, 0.40973], [0.08567, -0.80780, 1.75765], [0.66007, 0.18203, 2.84368], [-0.44258, 0.99457, 3.16373], [-0.34374, -0.39130, -1.68973], [-1.10792, -1.00820, 0.11188], [-1.01049, 0.84672, 0.57182], [1.02271, -1.52445, 1.63785], [-0.80696, -1.43590, 2.04242], [0.83102, -0.52606, 3.65728], [1.56189, 0.64702, 2.36820], [-0.09122, 1.54864, 3.90519], [-1.18272, -0.33289, -5.33239], [-1.15873, 0.62492, -5.49762], [-2.15322, -0.52894, -5.11385]], "atomic_forces_ev_per_a": [[-5.69, -2.61, 1.35], [6.86, 3.93, 0.40], [-2.29, 0.27, 0.30], [2.61, -0.80, -0.28], [-1.73, -2.54, -2.22], [1.26, 1.79, 1.53], [-0.54, -0.46, -1.58], [-0.37, 1.05, 0.29], [1.58, -2.74, -0.50], [-2.05, 1.04, -0.31], [1.24, 0.83, 0.63], [0.82, 0.52, 0.35], [-0.72, 0.04, 0.88], [-1.00, -0.31, -0.86], [-2.12, -0.03, 0.45], [-0.05, -0.48, 0.10], [2.16, 0.51, -0.53]], "nbo_charge": [-0.537, 0.415, -0.529, -0.405, -0.084, -0.717, 0.127, 0.213, 0.266, 0.211, 0.218, 0.170, 0.184, 0.469, -0.940, 0.471, 0.469]}

{"formula": "C3H12NO2", "method": "wB97M-V/def2-TZVPD", "homo_lumo_gap_ev": 11.74, "total_energy_ev": -8883.2590, "spin_multiplicity": 1, "de_lowest_ev": 1.615, "total_charge": 1, "elements": ["C", "C", "C", "O", "N", "H", "H", "H", "H", "H", "H", "H", "H", "H", "H", "H", "H", "O"], "xyz": [[-0.12043, 0.15996, -0.40170], [-1.08736, -0.97754, -0.51296], [-0.90275, -1.76932, -1.72683], [-0.77188, -1.84346, 0.56196], [0.06902, 0.74736, 1.05807], [0.94192, -0.18596, -0.40836], [-0.61501, 1.06735, -0.86366], [-2.07170, -0.57653, -0.49467], [-0.98922, -1.28260, -2.72043], [-1.53158, -2.75370, -1.76799], [0.08008, -2.14912, -1.76437], [-1.30011, -2.56766, 0.36367], [0.01057, -0.07919, 1.70483], [-0.47674, 1.51436, 1.35143], [1.03678, 1.08971, 1.22411], [2.57228, 3.88815, 1.16809], [2.97240, 2.68963, 1.86914], [2.18374, 3.02857, 1.35965]], "atomic_forces_ev_per_a": [[0.56, 2.18, 1.56], [0.77, 0.13, 1.11], [-0.87, -1.99, -3.06], [0.76, 2.27, 0.92], [1.39, -2.70, 0.80], [-0.87, 0.44, -1.93], [1.78, -1.09, -0.68], [-1.20, 0.23, 0.54], [-0.52, 0.09, 0.73], [0.60, 2.03, 0.26], [1.46, -0.44, 0.24], [-1.31, -2.67, 0.20], [-0.56, 0.87, -0.36], [-1.45, 0.85, 0.37], [-0.47, 0.04, -0.75], [-0.58, 0.48, -0.49], [-1.30, -0.04, -0.53], [1.81, -0.69, 1.07]], "nbo_charge": [-0.197, 0.030, -0.648, -0.714, -0.701, 0.240, 0.250, 0.184, 0.247, 0.241, 0.228, 0.487, 0.457, 0.435, 0.457, 0.496, 0.481, -0.973]}